ORCA calculation (ωB97M-V/def2-TZVPD) on C27H54F3N6O13SV as an isolated structure at a distorted geometry.

Positions of all 105 atoms, in Å:
V1 0.1261 -0.3649 -4.0810
C1 -0.3747 -0.6614 0.1632
F1 -0.0610 -0.7694 1.4549
F2 -1.1656 -1.7106 -0.1194
F3 -0.9860 0.4921 -0.0231
S1 1.1699 -0.8595 -0.8087
O1 0.7620 -0.9312 -2.2138
O2 1.9589 0.3288 -0.5570
O3 1.7538 -2.0554 -0.2901
C2 2.1149 -2.5617 3.2945
C3 3.1962 -3.5095 2.8001
O4 3.9049 -4.1410 3.5582
N1 3.2861 -3.6049 1.4463
C4 4.1478 -4.5572 0.8115
H1 2.3103 -1.5526 2.9314
H2 2.1214 -2.6168 4.3790
H3 1.1388 -2.9143 2.9556
H4 2.6484 -3.1157 0.8302
H5 3.7344 -5.5689 0.7456
H6 5.1188 -4.6258 1.3042
H7 4.4082 -4.2746 -0.2139
C5 -3.8693 -0.0404 0.9597
C6 -5.1658 0.4952 1.5161
O5 -6.0568 -0.2780 1.8158
N2 -5.2872 1.8328 1.5619
C7 -6.5284 2.5120 1.8839
H8 -4.1060 -0.5684 0.0363
H9 -3.3357 -0.7113 1.6306
H10 -3.1861 0.7767 0.7220
H11 -4.4154 2.3516 1.6118
H12 -7.2556 2.4203 1.0784
H13 -6.3121 3.5583 2.0723
H14 -6.9457 2.0412 2.7764
C8 -0.6155 -5.0482 0.8892
C9 -1.3985 -5.1900 2.1719
O6 -0.9300 -5.7313 3.1564
N3 -2.6153 -4.5648 2.2370
C10 -3.4770 -4.0251 1.2017
H15 -1.1702 -5.5595 0.0912
H16 0.3047 -5.6267 0.8812
H17 -0.4200 -3.9894 0.7360
H18 -3.0192 -4.6411 3.1572
H19 -4.2881 -3.5720 1.7678
H20 -3.8871 -4.7797 0.5231
H21 -3.0177 -3.2510 0.5830
C11 -3.1960 4.5939 4.5161
C12 -2.5378 3.7685 3.4422
O7 -3.1306 3.4768 2.4070
N4 -1.3041 3.2924 3.7196
C13 -0.5829 2.4149 2.8038
H22 -3.7298 3.8858 5.1530
H23 -3.9366 5.2449 4.0580
H24 -2.5272 5.2224 5.1000
H25 -0.8711 3.5811 4.5779
H26 -0.5515 2.7644 1.7805
H27 -1.0586 1.4293 2.8543
H28 0.3806 2.2309 3.2775
C14 -2.2084 -3.2953 -2.7318
C15 -2.5766 -1.8505 -2.9554
O8 -1.7604 -1.0192 -3.3988
N5 -3.8357 -1.5381 -2.7049
C16 -4.3983 -0.2152 -2.8769
H29 -2.8067 -3.7976 -1.9793
H30 -1.1540 -3.3184 -2.4421
H31 -2.2222 -3.8445 -3.6757
H32 -4.3964 -2.2667 -2.2946
H33 -5.0397 0.0984 -2.0585
H34 -4.8953 -0.1303 -3.8418
H35 -3.5765 0.5036 -2.8776
C17 5.3362 -0.8961 -0.3483
C18 5.3126 -0.1225 0.9600
O9 6.2898 -0.0793 1.6840
N6 4.1526 0.5384 1.2304
C19 3.9748 1.3626 2.3866
H36 4.3839 -0.8775 -0.8721
H37 5.6137 -1.9175 -0.0852
H38 6.1753 -0.5003 -0.9202
H39 3.3666 0.4154 0.6018
H40 3.7431 0.7985 3.2964
H41 3.0934 2.0068 2.2608
H42 4.7668 2.0802 2.5970
O10 -0.2034 1.5526 -2.7894
C20 0.0536 2.7329 -2.6919
O11 -0.0920 3.5740 -3.6933
C21 0.1508 4.9226 -3.2487
C22 -0.0294 4.8734 -1.7305
C23 0.3957 3.4454 -1.4089
H43 -0.5843 5.5911 -3.6897
H44 1.1335 5.2872 -3.5483
H45 -1.0815 5.0203 -1.4829
H46 0.5220 5.6754 -1.2462
H47 -0.1264 3.0037 -0.5677
H48 1.4670 3.3908 -1.2004
O12 1.8280 0.6436 -4.8944
C24 2.9379 1.0760 -4.6084
O13 3.9174 0.9392 -5.4556
C25 5.1111 1.5658 -4.9001
C26 4.8712 1.5281 -3.4022
C27 3.3593 1.7683 -3.3260
H49 5.1121 2.5828 -5.2939
H50 6.0384 1.0670 -5.1586
H51 5.4974 2.2572 -2.8919
H52 5.1083 0.5500 -2.9835
H53 3.1466 2.8374 -3.3444
H54 2.8583 1.2379 -2.5154

Results
Multiplicity: 4
Net charge: +1
Expectation value of S²: 3.7530
Highest occupied orbital energy (alpha / beta) (hartree): -0.381 / -0.381